Molecular formula: C3H4F2OS
Method: DFT, the ωB97M-V functional and the def2-TZVPD basis

HOMO (eV): -10.06
Gap between HOMO and LUMO (eV): 10.5078
DFT total energy (eV): -21491.408

ORCA input file:
```
! RIJCOSX wB97M-V def2-TZVPD def2/J DEFGRID3
* xyz 0 1
O -0.779 -0.959 1.296
C -0.173 -0.417 0.185
C -1.057 0.450 -0.768
F -1.967 -0.254 -1.492
S 1.132 -1.390 -0.706
C 1.334 0.058 0.236
F 2.074 1.270 -0.322
H -0.176 -0.819 2.026
H -1.642 1.230 -0.334
H -0.360 0.927 -1.402
H 1.615 -0.094 1.282
*
```

=====

Molecular formula: C39H80N2O31S8
Method: DFT, the ωB97M-V functional and the def2-TZVPD basis

HOMO (alpha / beta) (eV): -11.26 / -11.26
<S²>: 0.770
Gap between HOMO and LUMO (alpha / beta) (eV): 6.4608 / 2.6900
DFT total energy (eV): -194851.730

ORCA input file:
```
! RIJCOSX wB97M-V def2-TZVPD def2/J DEFGRID3
* xyz 1 2
C -0.302 -1.830 3.738
O -0.089 -2.535 4.937
C -0.939 -3.487 5.395
O -1.938 -3.888 4.754
O -0.380 -4.020 6.482
C -0.994 -5.242 6.985
H 0.606 -1.369 3.349
H -0.951 -0.978 3.942
H -0.849 -2.437 3.017
H -0.575 -5.620 7.917
H -0.805 -6.044 6.271
H -2.061 -5.113 7.162
C 3.696 -2.790 -2.011
C 3.004 -3.824 -2.522
C 3.605 -4.573 -3.567
C 4.869 -4.300 -4.101
C 5.580 -3.234 -3.559
C 4.967 -2.455 -2.509
N 5.455 -5.082 -5.205
O 5.036 -6.200 -5.400
O 6.350 -4.549 -5.892
H 3.153 -2.202 -1.286
H 1.958 -3.929 -2.275
H 3.104 -5.477 -3.882
H 6.429 -2.859 -4.111
H 5.530 -1.592 -2.187
C 0.147 4.833 -2.482
C 1.569 4.935 -2.818
C 2.051 4.281 -3.922
C 1.205 3.510 -4.750
C -0.129 3.418 -4.402
C -0.652 4.026 -3.241
N 1.752 2.621 -5.776
O 2.994 2.668 -6.037
O 1.050 1.788 -6.319
H -0.245 5.287 -1.584
H 2.249 5.560 -2.259
H 3.070 4.330 -4.276
H -0.783 2.833 -5.033
H -1.709 3.935 -3.037
O -1.278 -2.997 0.850
S -1.709 -4.243 0.191
O -1.987 -4.371 -1.239
O -0.527 -5.372 0.647
C -0.090 -6.364 -0.286
C 0.542 -7.516 0.464
C -3.163 -4.960 1.081
H 0.593 -5.906 -1.001
H -0.890 -6.710 -0.940
H 0.619 -8.435 -0.116
H 0.109 -7.690 1.450
H 1.595 -7.313 0.659
H -2.838 -5.182 2.097
H -3.522 -5.813 0.505
H -3.996 -4.259 1.144
O -6.777 -1.643 5.744
S -6.897 -0.388 4.929
O -6.973 0.959 5.461
O -5.668 -0.399 3.810
C -4.963 -1.623 3.469
C -4.276 -1.261 2.158
C -8.444 -0.766 3.975
H -5.657 -2.455 3.348
H -4.236 -1.851 4.248
H -4.907 -1.171 1.274
H -3.449 -1.919 1.891
H -3.749 -0.312 2.258
H -9.324 -0.905 4.603
H -8.329 -1.666 3.372
H -8.602 0.052 3.273
O -0.130 1.092 -2.353
S 0.653 0.390 -1.299
O 2.068 0.503 -1.218
O -0.018 0.651 0.161
C -1.401 0.623 0.341
C -1.942 1.997 0.510
C 0.116 -1.411 -1.564
H -1.473 0.099 1.294
H -2.008 0.010 -0.326
H -1.381 2.597 1.227
H -2.995 2.241 0.645
H -1.682 2.524 -0.408
H -0.970 -1.408 -1.477
H 0.585 -2.031 -0.800
H 0.424 -1.671 -2.577
O 8.527 -1.583 -4.752
S 7.796 -0.430 -5.246
O 7.152 -0.340 -6.559
O 6.802 0.004 -4.062
C 5.758 0.942 -4.290
C 5.216 1.318 -2.829
C 8.985 0.963 -5.248
H 4.863 0.579 -4.795
H 6.060 1.856 -4.801
H 5.788 0.797 -2.062
H 4.162 1.103 -2.654
H 5.418 2.349 -2.538
H 8.343 1.831 -5.397
H 9.633 0.880 -6.121
H 9.494 0.958 -4.285
O 3.947 3.321 4.860
S 2.883 2.825 3.977
O 1.500 3.315 4.070
O 3.365 2.978 2.353
C 2.473 2.551 1.300
C 2.564 3.650 0.204
C 2.756 0.983 4.082
H 1.469 2.251 1.600
H 2.802 1.631 0.817
H 3.594 3.653 -0.150
H 2.352 4.649 0.585
H 1.869 3.412 -0.601
H 3.789 0.637 4.130
H 2.299 0.665 3.146
H 2.119 0.764 4.939
O -2.623 5.173 1.009
S -1.749 6.283 1.424
O -0.931 6.961 0.371
O -2.699 7.500 2.073
C -2.011 8.690 2.552
C -2.890 9.870 2.124
C -0.747 5.847 2.987
H -1.138 8.732 1.900
H -1.817 8.529 3.612
H -2.527 10.849 2.437
H -3.941 9.785 2.403
H -2.770 10.044 1.055
H -1.194 6.160 3.930
H 0.195 6.394 3.012
H -0.601 4.777 2.835
O -4.415 6.820 4.853
S -4.899 5.459 4.669
O -6.002 5.112 3.725
O -3.644 4.405 4.450
C -4.076 3.088 3.901
C -3.032 2.033 4.274
C -5.462 4.826 6.372
H -4.249 3.137 2.825
H -5.002 2.748 4.366
H -3.112 1.085 3.742
H -3.170 1.833 5.336
H -1.988 2.306 4.120
H -6.362 5.361 6.677
H -4.668 4.971 7.105
H -5.682 3.762 6.292
O 0.067 -4.137 -3.651
S -0.718 -4.964 -4.576
O -1.929 -4.477 -5.251
O 0.298 -5.528 -5.828
C 0.590 -4.758 -6.974
C 1.526 -5.682 -7.722
C -0.916 -6.659 -3.875
H 1.164 -3.867 -6.720
H -0.301 -4.424 -7.506
H 1.922 -5.344 -8.679
H 1.035 -6.614 -8.001
H 2.407 -5.919 -7.125
H 0.037 -6.870 -3.390
H -1.156 -7.350 -4.683
H -1.679 -6.586 -3.100
*
```

=====

Molecular formula: C3H5NO2
Method: DFT, the ωB97M-V functional and the def2-TZVPD basis

HOMO (eV): -9.88
Gap between HOMO and LUMO (eV): 10.7608
DFT total energy (eV): -8777.004

ORCA input file:
```
! RIJCOSX wB97M-V def2-TZVPD def2/J DEFGRID3
* xyz 0 1
C 1.390 -1.631 -0.749
C 0.439 -1.143 0.050
O -0.434 -0.141 -0.358
C -0.486 0.905 0.520
N -1.405 1.816 0.114
O 0.172 1.051 1.541
H 1.535 -1.241 -1.750
H 2.055 -2.414 -0.402
H 0.251 -1.488 1.060
H -1.966 1.646 -0.705
H -1.551 2.638 0.680
*
```

=====

Molecular formula: C2H4O2S2
Method: DFT, the ωB97M-V functional and the def2-TZVPD basis

HOMO (eV): -9.41
Gap between HOMO and LUMO (eV): 9.6080
DFT total energy (eV): -27904.222

ORCA input file:
```
! RIJCOSX wB97M-V def2-TZVPD def2/J DEFGRID3
* xyz 0 1
O 1.814 -0.442 -1.166
C 1.270 -0.285 -0.084
O 1.719 -0.753 1.052
C 0.065 0.633 0.055
S -1.169 -0.647 0.470
S -3.061 0.220 0.071
H 2.397 -1.425 0.902
H -0.118 1.094 -0.872
H 0.110 1.446 0.750
H -3.027 0.159 -1.178
*
```

=====

Molecular formula: C5H11N
Method: DFT, the ωB97M-V functional and the def2-TZVPD basis

HOMO (eV): -8.50
Gap between HOMO and LUMO (eV): 9.7226
DFT total energy (eV): -6852.000

ORCA input file:
```
! RIJCOSX wB97M-V def2-TZVPD def2/J DEFGRID3
* xyz 0 1
C 0.752 -1.985 0.471
C 0.459 -1.248 -0.829
N -0.197 0.009 -0.628
C 0.026 1.281 -1.226
C 0.016 1.095 0.259
C -1.204 1.419 1.096
H 0.911 -3.051 0.280
H 1.648 -1.597 0.963
H -0.091 -1.899 1.163
H 1.370 -1.139 -1.429
H -0.256 -1.835 -1.415
H 1.005 1.548 -1.642
H -0.865 1.682 -1.702
H 1.005 1.257 0.703
H -1.108 2.376 1.612
H -1.364 0.644 1.855
H -2.108 1.442 0.471
*
```

=====

Molecular formula: C2H14NO4
Method: DFT, the ωB97M-V functional and the def2-TZVPD basis

HOMO (eV): -14.51
Gap between HOMO and LUMO (eV): 11.6092
DFT total energy (eV): -11975.058

ORCA input file:
```
! RIJCOSX wB97M-V def2-TZVPD def2/J DEFGRID3
* xyz 1 1
C -0.600 1.422 -1.247
O -1.714 0.512 -1.257
C -0.090 1.539 0.157
N 0.199 0.168 0.657
H -0.978 2.441 -1.462
H 0.042 1.134 -2.074
H -1.942 0.341 -2.173
H 0.860 2.081 0.163
H -0.838 1.997 0.814
H 0.148 -0.027 1.649
H 0.931 -0.324 0.147
H -0.650 -0.325 0.349
H 3.300 0.370 -0.833
H 2.459 1.504 -1.602
O 2.560 0.971 -0.799
H -1.962 -1.729 2.558
H -2.199 -1.954 1.020
O -1.808 -1.367 1.678
H 0.635 -3.142 1.057
H 1.989 -2.552 0.978
O 1.119 -2.429 0.602
*
```

=====

Molecular formula: C10H11N
Method: DFT, the ωB97M-V functional and the def2-TZVPD basis

HOMO (eV): -8.38
Gap between HOMO and LUMO (eV): 8.8622
DFT total energy (eV): -12036.921

ORCA input file:
```
! RIJCOSX wB97M-V def2-TZVPD def2/J DEFGRID3
* xyz 0 1
C 1.069 -2.325 -0.545
C 0.721 -1.035 -0.305
C -0.641 -0.597 -0.157
N -1.659 -1.375 0.218
C -2.840 -0.791 0.397
C -3.007 0.558 0.171
C -1.959 1.422 -0.172
C -0.753 0.780 -0.383
C 0.661 1.277 -0.654
C 1.606 0.136 -0.347
C 2.407 0.403 1.000
H 2.152 -2.595 -0.620
H 0.404 -3.287 -0.550
H -3.742 -1.496 0.569
H -3.889 1.116 0.499
H -2.281 2.503 -0.185
H 0.811 1.768 -1.617
H 0.618 2.175 -0.066
H 2.317 -0.146 -1.158
H 1.704 0.541 1.781
H 3.090 1.279 0.836
H 3.210 -0.311 1.287
*
```